196
Properties=species:S:1:pos:R:3:forces:R:3 method="wB97M-V/def2-TZVPD" mol_weight_g_mol=1062.63 orbital_gap_ha=0.30183
O -1.49335 -1.10979 -7.64499 -0.7693 -0.2847 2.1277
O 0.26963 -4.52029 -3.95325 0.9413 -0.3885 0.7420
O 3.65734 -1.20630 -0.17974 1.4891 1.9267 0.3045
O 2.84662 4.68363 0.89337 -0.3404 -2.4680 0.6862
O -7.02818 1.83046 -0.78073 0.7214 -1.7303 0.1281
O -6.45062 -1.39323 -3.67903 0.7654 0.0388 -0.6948
O 6.40305 -0.66775 3.00422 -0.3267 1.1028 0.9676
O 2.76390 1.29310 -5.29523 1.4110 -0.7422 1.0703
O -2.46802 -1.70821 3.44413 -2.2339 -0.7735 -1.2370
N -2.84057 4.35527 -1.72240 0.6746 0.4541 0.4841
N -1.73332 -0.25466 -5.55565 -0.2011 -0.7207 1.2844
N 4.55462 0.64420 -4.02148 0.3164 0.1555 -0.9150
N 5.55299 0.86213 4.55306 1.7195 -0.5935 -0.6986
N -4.78237 -1.44785 3.03511 0.5893 -0.3315 -0.4670
N 2.77046 5.76418 -1.06473 -0.9348 0.3533 -2.2618
N -7.32528 -3.34029 -4.28934 0.3335 -1.4381 -0.8765
N 0.57288 -4.08291 -1.85111 0.8256 0.4975 3.9235
N 4.77503 0.85117 -0.11406 -1.1279 -0.9467 0.4740
N -7.67073 -0.31127 -1.19242 -0.5366 1.8809 -0.3998
N 3.07509 2.67782 4.72436 -0.8771 1.1468 -0.1104
N 0.38504 -5.75615 3.01677 0.3841 0.6505 -2.4461
N -0.95615 -0.28174 -0.49173 1.1243 -0.6922 -0.4176
C 1.59275 4.68195 4.40806 0.1370 -0.9127 -1.8712
C 1.09490 -4.46034 3.27819 -0.2470 -0.5796 1.4186
C 3.83868 -0.72154 -5.97647 1.0222 -0.6518 1.0831
C 4.14151 3.62485 5.11962 0.5558 -0.2306 0.1392
C 5.00035 4.10109 3.94152 -0.9817 -0.7812 0.5160
C -0.77779 -5.95186 3.88553 1.8333 -0.7416 1.7257
C -8.93513 0.17840 -1.88460 0.8195 -2.0609 1.0708
C 2.06957 3.29731 3.81696 0.8872 0.5782 0.7374
C -8.34580 -2.78018 -5.09054 -1.5813 -0.5108 -0.9295
C -2.30847 4.14925 -0.36644 -0.3131 -0.6325 -0.5340
C -1.68880 -1.51283 -0.21553 -0.0250 0.3266 -4.0598
C -0.77231 0.46484 0.69090 0.6901 2.0571 1.4416
C 3.65096 1.64117 0.35973 0.8901 0.8295 0.7797
C -3.36717 0.30034 3.93141 -1.0745 1.0937 -0.5515
C 4.10252 -0.63173 3.45970 -0.8144 -0.7543 -1.7145
C 1.84072 -4.47657 4.64831 0.3071 0.5815 -1.3406
C 3.66231 0.47592 -5.01947 -1.7191 0.4687 -2.3459
C 0.84782 0.86747 -1.86583 -0.5569 -1.7806 0.1293
C -1.78543 -2.64814 -5.83187 0.3951 -0.5000 -0.4146
C -1.96530 5.20484 -2.55028 -0.5050 0.3281 1.1523
C 1.30061 -3.99378 -0.55013 -1.5240 0.6296 -0.3006
C -5.14247 -2.82688 2.84426 -0.5071 -0.1310 -0.6035
C 1.26333 1.11485 5.62343 0.9195 0.9767 0.1602
C 5.90051 -1.06794 -0.93098 1.3397 0.1544 -0.4759
C 2.48064 2.08084 5.93360 -0.1913 -2.0715 -0.6539
C 4.67531 -0.48590 -0.33053 -1.6573 -1.2141 -0.6844
C -5.21573 -3.41312 -3.27827 0.8076 0.0397 0.7742
C -1.88639 5.38847 0.29448 0.4077 2.1065 0.7385
C 2.75059 4.59624 -1.90953 0.3498 0.2586 -0.3792
C 2.46726 -6.75057 1.72671 -1.7098 0.9031 1.0423
C 1.28794 -6.94636 2.80334 1.7497 1.0516 -0.0743
C 4.60535 1.89720 -3.28564 -1.2537 -0.9627 1.3543
C -3.53698 -1.06680 3.34460 2.6958 0.5400 2.0552
C 0.36048 -0.47781 -1.23333 -0.9861 0.4374 0.2367
C 6.80589 1.17640 5.28348 -1.2413 -0.3184 -0.0138
C -1.59778 1.11061 -5.89779 0.6955 0.8102 0.1423
C -2.18214 -1.95856 -1.67342 -0.6765 -1.5017 1.1173
C 2.78534 7.01678 0.98711 -0.1724 0.1452 0.3002
C 0.21420 0.01060 1.73967 0.9872 -1.4227 0.4935
C 2.77471 5.68405 0.24089 0.8874 2.9483 1.7905
C -5.49481 0.12104 -0.05148 0.1702 0.6104 -1.1312
C -3.09022 3.06684 -2.29365 -0.2495 -0.3336 1.2202
C 2.37749 -5.19272 -3.10274 0.1211 -0.3979 1.3537
C -1.92413 -4.97243 3.88237 0.2755 0.1331 -2.1588
C -3.82562 3.21565 -3.53662 -1.3276 0.1219 -2.4465
C -1.68015 -1.27926 -6.41320 0.8454 0.3022 -2.7104
C -0.61991 4.53103 -2.85337 -1.0232 -0.5349 -0.2123
C 1.02883 -4.58939 -2.94741 -1.4050 0.3058 -4.8377
C -6.76654 0.61568 -0.71889 -1.7501 0.5484 0.3387
C -6.31509 -2.59811 -3.85061 -0.6895 0.7193 1.8411
C 5.47743 -0.10442 3.60497 1.1254 -1.3159 -0.0730
H 2.10594 -4.71910 -0.43410 -0.1176 0.2964 -0.2388
H 3.19917 -4.47868 -3.15818 -0.2504 0.2371 -0.4563
H -9.19010 -2.50684 -4.45765 -0.0193 0.7181 -0.2734
H -1.00918 5.88016 -0.12603 -0.0121 -0.1020 -0.6141
H 4.40301 2.82821 -3.81514 0.7200 -0.3992 -0.7025
H -5.37357 -0.94539 0.13861 -0.3306 0.0791 0.0925
H -2.09969 -4.76998 2.82582 -0.4449 0.1328 -0.3043
H 5.62214 1.32021 -0.40130 -0.2904 -0.1824 0.3028
H 1.29289 2.56910 3.58336 -0.3851 0.1887 0.7356
H 1.25175 -0.18341 1.46772 0.0753 0.0758 -0.6821
H 7.21924 2.15189 5.02726 -0.0957 0.0301 0.2149
H -5.92542 -3.03829 3.57255 0.2456 -0.6348 0.0480
H 2.52067 3.35504 2.82637 0.2321 0.8383 0.1150
H -2.66792 -3.13528 -6.24663 -0.1632 0.0674 0.2230
H 5.84590 4.68265 4.30886 0.0504 -0.1317 -0.1977
H 0.33333 0.66765 2.60117 -0.6350 0.2290 0.0026
H -7.16937 -4.33763 -4.25603 -0.2630 0.1848 -0.3930
H -5.55379 -3.00380 1.85047 -0.2087 0.1619 -0.1341
H 5.17261 -0.12446 -3.80387 0.0029 0.4027 -0.0436
H -2.43179 0.70708 3.54706 -0.0483 0.0481 0.4428
H -4.17247 2.27017 -3.95358 0.2112 -0.1532 -0.0524
H 1.76707 -4.09278 2.50284 0.2052 -0.8849 -0.2833
H 3.32572 1.44609 6.20011 -0.1964 -0.1802 1.0697
H -1.73433 -2.71902 -4.74538 -0.1476 0.0580 -0.1060
H 1.79466 -7.19874 3.73481 -0.0869 -0.2106 0.4013
H -2.17957 2.47316 -2.37334 0.3404 -0.2766 -0.2953
H 4.36971 4.69815 3.28281 0.2442 0.0628 -0.1964
H -8.74913 -3.52524 -5.77634 0.0397 -0.4075 0.1712
H -3.71071 2.50649 -1.59429 -0.0983 -0.0227 0.2187
H 1.75605 7.31726 1.18296 -0.0928 0.1490 -0.2167
H -5.50233 -0.74046 2.99800 0.2267 -0.1449 0.0840
H -5.58153 -4.32210 -2.80075 -0.2253 -0.1028 -0.1752
H 2.16013 4.73591 -2.81505 0.0217 0.2842 0.1292
H 1.92189 -6.83693 0.78692 0.6438 0.0642 -0.3548
H 2.92086 6.63698 -1.55020 -0.2326 0.0311 0.5239
H -1.55206 5.35533 1.33142 -0.5861 -0.7231 0.2722
H -7.99880 -2.02196 -5.79252 0.0643 0.4709 0.6912
H -2.72160 6.08446 0.21633 0.0639 0.3531 0.2282
H -1.66190 -3.98408 4.25986 -0.2508 -0.2732 0.5316
H 4.68419 1.37483 4.60224 -0.0275 0.4219 0.6704
H -8.96505 1.22891 -2.17378 0.4700 -0.3572 0.1348
H -2.84007 -5.42424 4.26320 0.1901 0.2580 0.4301
H 2.21924 2.74156 6.76017 0.1083 0.4174 -0.0681
H 0.43188 -3.59704 3.33484 -0.8489 -0.4109 -0.1097
H -0.32200 3.93921 -1.98787 0.6553 0.7776 0.4747
H 0.82056 5.04000 3.72716 -0.5865 0.0124 0.4884
H -4.18410 0.98586 3.70601 -0.0779 0.2114 -0.2917
H 7.57557 0.41613 5.15054 -0.3005 -0.0533 -0.6404
H -1.47237 -2.40011 -2.37296 0.5003 0.3403 0.2698
H -1.67533 0.49433 1.30063 -0.6395 0.2355 -0.6060
H 1.52546 0.52025 4.74831 -0.3033 0.1352 -0.1747
H 3.32204 7.83145 0.50095 -0.1433 -0.0461 -0.2387
H -2.29914 1.68837 -5.29578 -0.3199 0.1709 -0.5329
H 4.12890 -1.31245 2.60880 -0.0401 -0.0071 -0.1241
H 6.63550 -0.27452 -1.06648 0.4441 -0.1431 0.3699
H -3.16038 3.72510 0.16503 0.2609 -0.3541 0.2934
H 2.48705 -3.59904 4.63106 0.1879 0.0538 0.2143
H 3.79610 -1.26166 4.29481 -0.1140 0.5522 0.3177
H 5.27726 3.17238 3.44260 0.5194 0.3545 -0.4448
H 5.47974 1.87693 -2.63516 0.0687 0.3960 -0.3768
H -2.86285 -2.79447 -1.51220 -0.2342 -0.2280 0.0235
H -0.35088 -3.67889 -1.91064 0.1817 -0.1893 0.0558
H 6.31019 -1.87158 -0.31907 -0.0340 0.1372 0.0319
H 0.05023 1.22421 -2.51749 -0.1030 0.4139 0.2734
H -1.05834 -7.00319 3.82138 -0.3758 0.1088 -0.3570
H -1.45858 3.46676 -0.36953 -0.0066 -0.6328 0.0537
H 3.88772 4.50620 5.70861 -0.9776 0.1446 0.0236
H -3.41228 0.21547 5.01717 0.5170 -0.1563 -0.0137
H 1.12984 1.56707 -1.07898 -0.0876 0.1871 -0.3920
H -0.35865 -5.85977 4.88750 -0.0663 -0.4150 0.7603
H 2.92246 -5.76513 1.82579 -0.0414 0.0249 -0.1776
H -0.94425 -3.19550 -6.25719 0.0379 -0.1587 0.2388
H -2.54162 5.60390 -3.38498 0.2651 -0.5312 -0.4569
H 2.29048 3.76560 -1.37433 0.6363 -0.1057 -0.0125
H 2.56219 -5.67247 -2.14157 0.3537 -0.7097 -0.2232
H 3.22360 6.88016 1.97572 0.1193 -0.2217 -0.1508
H 5.79636 -1.43944 -1.95042 -0.6977 -0.2986 0.1207
H -9.08219 -0.53505 -2.69543 0.0827 0.5176 -0.4910
H -1.92378 6.08404 -1.90734 0.8497 0.2092 -0.3338
H 3.73441 1.83024 -2.63363 0.0065 0.3670 0.5343
H 1.66888 0.63439 -2.54379 0.3298 0.2002 0.2376
H 2.48847 -5.35319 4.65599 -0.0991 -0.0091 0.5874
H -2.59219 -1.30238 0.35692 0.2856 -0.0037 0.2806
H 0.23385 -1.24807 -1.99410 -0.3677 0.3552 -0.3288
H -3.28672 3.75857 -4.31311 0.4081 -0.2861 -0.1367
H -0.51368 1.49127 0.43079 -0.2142 0.2700 -0.1268
H 6.51630 1.05756 6.32758 0.3269 0.7043 0.2413
H 1.01467 0.40252 6.41011 0.4565 0.1759 0.3196
H 1.12033 -0.94789 -0.60902 0.2089 0.4518 0.4348
H -4.72874 3.82014 -3.45267 -0.1074 -0.0184 0.6043
H 3.79766 4.52678 -2.20433 -0.0388 -1.2593 -0.1778
H -4.81691 -2.80831 -2.46387 0.5584 -0.1009 -0.3274
H 0.14223 5.18049 -3.28404 -0.0620 -0.1405 0.2292
H 4.43420 -1.50725 -5.51159 -0.1508 -0.3010 0.5169
H -4.26395 -3.47121 2.87822 -0.0510 0.1765 0.6160
H 3.61501 1.78542 1.43954 0.2699 -0.6768 0.4420
H 3.27782 -7.47093 1.83703 -0.3980 -0.2778 -0.0062
H -9.73102 -0.08424 -1.18769 -0.2940 0.6018 0.0558
H -4.78551 0.39996 -0.83071 0.5836 -0.2098 0.0504
H 0.88549 -7.87670 2.40258 -1.2578 0.3604 0.4777
H 1.59547 -2.95826 -0.38029 0.7136 -0.1771 -0.1435
H 2.33087 -5.89587 -3.93431 0.2581 0.2037 0.1819
H -0.61488 1.42353 -5.54551 0.3017 0.3581 -0.4141
H -1.07318 -2.30462 0.21130 -0.1305 -0.2052 0.3657
H 3.39817 0.14514 3.16225 -0.3077 0.0433 0.5908
H 2.35576 5.45000 4.28139 0.3185 -0.2154 0.2371
H -7.47828 -1.29532 -1.31361 0.3888 0.4135 0.0580
H -1.67322 1.22223 -6.97943 -0.1689 0.2238 0.2380
H 3.90440 2.66919 0.10079 -0.8930 0.0132 -0.7202
H -5.23630 0.76125 0.79197 -0.2465 -0.2100 0.1029
H -0.16370 -0.95120 2.08644 0.1260 -0.1243 0.5167
H -0.80418 3.66881 -3.49425 0.0389 0.3370 -0.8607
H 1.18503 -4.35496 5.51049 0.0418 -0.4779 -0.0572
H 0.55706 -4.16153 0.22903 0.0580 -0.4439 0.1414
H 4.74408 3.08153 5.84751 0.3705 -0.2514 -0.1031
H 2.92066 -1.19673 -6.32221 -0.0547 0.5712 0.0506
H 1.30734 4.62483 5.45848 -0.2702 -0.0318 -0.2110
H -2.75581 -1.26763 -2.29118 0.1072 0.6688 0.5972
H 2.67349 1.23216 0.10404 0.3649 0.2222 -0.5834
H 0.35912 1.70923 5.49223 -0.0280 -0.1120 -0.4366
H -1.47791 -0.44333 -4.59686 -0.4237 -0.3612 -0.0368
H 4.51714 -0.50927 -6.80275 -0.4628 0.7224 -0.2659
H -4.47580 -3.72030 -4.01735 0.1955 0.2960 0.1176